71
Properties=species:S:1:pos:R:3 method="wB97M-V/def2-TZVPD" molar_mass_da=523.6 fmax_ha_per_bohr=0.0326 e_above_lowest_kcal_mol=18.4 multiplicity=5 orbital_gap_ev="3.61 / 6.04" lumo_ev="-12.41 / -9.98" total_charge=+3 total_energy_ha=-3867.77791
Mn 0.44478 0.02738 -0.35280
P -0.43501 1.93749 1.27263
P -2.15413 -0.81504 -0.11519
P 2.51672 1.23325 0.19595
H 1.02823 0.48063 -4.32477
C 1.87264 0.39750 -3.62870
C 2.25783 -0.76294 -3.07876
H 1.75161 -1.71759 -3.22857
C -0.97473 3.33659 0.24388
C -1.86616 1.79245 2.39842
C 0.75784 2.70835 2.43967
C -2.63123 -2.44738 -0.83164
C -3.14081 -0.87998 1.44729
C -3.15837 0.30090 -1.17314
C 3.76351 0.38109 -0.79949
C 3.50562 0.99719 1.74027
C 2.54308 2.87431 -0.63704
H 2.58433 1.25481 -3.66355
H 3.20959 -0.89685 -2.58430
H -1.37127 4.13388 0.88678
H -1.75950 3.00422 -0.44011
H -0.15125 3.71965 -0.36390
H -1.92106 2.69373 3.01885
H -1.77248 0.91708 3.04196
H -2.78905 1.69629 1.83348
H 0.23214 3.46417 3.03760
H 1.58117 3.18376 1.90359
H 1.19169 1.96598 3.11702
H -3.51482 -2.84089 -0.31635
H -1.80666 -3.12607 -0.63298
H -2.79163 -2.35927 -1.91517
H -3.78234 0.00491 1.53774
H -2.49524 -0.93922 2.33698
H -3.78214 -1.77109 1.43166
H -4.12674 -0.17591 -1.32564
H -2.65533 0.43471 -2.13582
H -3.26546 1.26801 -0.67437
H 4.77218 0.68347 -0.47816
H 3.63662 0.58274 -1.86787
H 3.58112 -0.67880 -0.57444
H 4.53268 1.30853 1.49504
H 3.52779 -0.07601 1.98679
H 3.15317 1.55738 2.60716
H 3.57215 3.02472 -0.99009
H 2.22846 3.71252 -0.01169
H 1.88338 2.80740 -1.51549
C -0.71919 -3.17867 -3.59902
C -0.43774 -1.91549 -3.07365
C -0.97000 -0.75780 -3.63636
C -1.67907 -0.85697 -4.84554
C -1.89587 -2.11900 -5.42284
C -1.42650 -3.28179 -4.80838
S -0.11769 -4.62135 -2.80054
H 1.14892 -4.41895 -3.15293
H 0.16847 -1.90980 -2.15285
H -0.79492 0.25212 -3.24123
H -2.08992 0.04724 -5.30100
H -2.52679 -2.25828 -6.31082
H -1.65997 -4.29247 -5.16465
S 0.86042 -1.49344 1.50138
C 0.59130 -0.97467 3.11809
N 1.52589 -0.48393 3.95576
C 1.04534 -0.33466 5.32709
C -0.42768 -0.72321 5.22098
N -0.59098 -1.04197 3.79069
H 2.51483 -0.55274 3.75028
H 1.16782 0.69811 5.67477
H 1.59664 -0.99583 6.01098
H -1.07874 0.11909 5.49912
H -0.68106 -1.59038 5.84725
H -1.30648 -1.71317 3.50067